No. 1
Molecular formula: C23H23FN3O3
Method: DFT, ωB97M-V/def2-TZVPD

Last column: Löwdin charge in e.
CARTESIAN COORDINATES (ANGSTROEM)
C  0.99831  -3.80986  4.09954  0.0192
N  0.75859  -3.20706  2.78328  -0.1629
C  -0.37851  -3.83540  2.07141  -0.0164
C  -0.28202  -3.44392  0.57028  -0.4588
O  0.53949  -3.98752  -0.12062  0.1199
N  -1.10226  -2.42996  0.21425  0.1468
C  -1.09460  -1.70224  -0.99555  -0.2127
C  -0.13686  -1.89038  -1.98463  -0.0103
C  -0.15836  -1.09382  -3.11652  -0.0486
C  -1.11675  -0.10993  -3.28034  0.0003
C  -2.06317  0.05624  -2.28530  -0.2734
F  -3.00424  1.00405  -2.41592  0.0769
C  -2.06829  -0.71991  -1.14233  0.0453
C  0.64882  -1.73590  2.79212  -0.0102
C  1.43603  -1.29606  1.52253  -0.4284
O  2.29626  -2.07890  1.14992  0.0821
N  1.07222  -0.14789  0.97339  0.1843
C  1.51432  0.41242  -0.24609  -0.1421
C  2.60683  -0.04869  -0.96159  -0.0038
C  2.93705  0.55267  -2.16330  -0.0662
C  2.17534  1.60077  -2.65083  -0.0618
C  1.08139  2.06601  -1.94248  -0.0099
C  0.74564  1.48246  -0.73027  -0.2086
O  -0.34389  1.82996  0.02221  0.0058
C  -0.86226  3.11940  -0.08687  -0.2504
C  -2.24155  3.25669  -0.12727  -0.0069
C  -2.79811  4.52252  -0.17136  -0.0652
C  -1.98470  5.64279  -0.17258  -0.0777
C  -0.60846  5.49736  -0.11989  -0.0641
C  -0.03968  4.23724  -0.07284  -0.0200
H  0.13755  -3.65205  4.74879  0.1167
H  1.16890  -4.87932  3.99227  0.1147
H  1.88014  -3.36656  4.55795  0.1156
H  1.62505  -3.32281  2.15594  0.1746
H  -0.27069  -4.92072  2.12603  0.1486
H  -1.31736  -3.54163  2.54468  0.1409
H  -1.86133  -2.17576  0.83217  0.1477
H  0.61460  -2.65248  -1.87334  0.1101
H  0.58613  -1.24556  -3.88089  0.1197
H  -1.14542  0.51496  -4.15751  0.1278
H  -2.82702  -0.55659  -0.39147  0.1275
H  -0.38783  -1.40210  2.79273  0.1387
H  1.15458  -1.32994  3.67144  0.1490
H  0.32374  0.40183  1.38373  0.1593
H  3.18774  -0.87146  -0.58099  0.1114
H  3.79011  0.19777  -2.71827  0.1111
H  2.42892  2.06259  -3.59180  0.1135
H  0.48100  2.87595  -2.32712  0.1298
H  -2.86595  2.37798  -0.13412  0.1076
H  -3.87074  4.62955  -0.21172  0.1103
H  -2.42165  6.62806  -0.21289  0.1073
H  0.02990  6.36719  -0.11263  0.1107
H  1.03307  4.11799  -0.02530  0.1253

Cartesian forces, eV/Å:
0.101 -0.308 0.745
0.553 -0.129 -0.424
-0.412 -0.375 -0.751
-0.252 -0.243 0.641
0.148 -0.179 -0.073
-0.416 0.167 0.057
0.076 0.225 -0.464
0.124 -0.238 0.073
-0.191 0.070 0.084
-0.202 0.067 0.049
0.188 -0.210 0.057
0.013 -0.015 -0.007
-0.027 0.029 -0.143
0.316 0.779 -0.204
-0.361 -0.187 0.599
0.262 0.114 -0.199
-0.166 0.451 0.051
-0.021 0.313 -0.254
0.043 -0.014 0.076
-0.044 0.057 -0.045
0.063 -0.041 0.018
-0.160 -0.012 0.194
0.410 -0.247 -0.284
-0.037 0.005 0.130
-0.211 0.384 0.083
0.275 -0.253 -0.026
0.033 0.066 0.004
-0.060 0.078 -0.007
-0.018 -0.007 -0.015
0.073 -0.275 0.066
-0.006 0.047 -0.079
-0.044 0.043 -0.131
-0.024 0.084 -0.104
-0.455 0.028 0.319
0.052 0.170 0.035
0.127 0.047 0.088
0.212 -0.161 0.045
0.030 -0.020 -0.003
0.090 -0.013 -0.081
-0.021 0.095 -0.102
-0.107 0.053 0.090
0.021 -0.139 0.031
-0.044 -0.128 -0.055
0.023 -0.265 0.092
0.033 -0.044 0.018
0.100 -0.045 -0.054
0.028 0.055 -0.103
-0.044 0.057 -0.028
-0.054 -0.129 -0.021
-0.104 0.012 0.001
-0.044 0.094 -0.001
0.058 0.080 0.006
0.073 0.006 0.004

The value obtained for the energy relative to the best compared isomer or geometry (same formula, charge and spin) is 2.6 kcal/mol. The value obtained for the LUMO energy is -2.7 eV. The total energy is -37549.2625 eV. As for the SMILES: C[N@@H+](CC(=O)Nc1cccc(F)c1)CC(=O)Nc1ccccc1Oc1ccccc1. The net charge is +1. The value obtained for the HOMO-LUMO gap is 8.3 eV. The HOMO energy is -10.9871 eV.

=====

No. 2
Molecular formula: C10H26N2O4S2
Method: DFT, ωB97M-V/def2-TZVPD

Last column: Löwdin charge in e.
CARTESIAN COORDINATES (ANGSTROEM)
C  2.47038  4.86556  -2.31759  -0.2689
S  3.27963  5.77400  -0.98011  0.8133
O  4.54067  5.01529  -0.72998  -0.5612
C  2.15400  5.29768  0.36836  -0.2606
H  1.88946  4.01045  -1.95046  0.0421
H  3.21105  4.45511  -2.99658  0.0540
H  1.71286  5.45312  -2.84338  0.0486
H  1.99577  4.22531  0.33612  0.0341
H  1.25878  5.90463  0.21039  0.0500
H  2.63449  5.65007  1.27746  0.0488
C  -1.94500  -2.57016  2.50143  -0.2609
S  -2.56705  -1.08642  3.34815  0.7852
O  -3.94392  -1.30973  3.85208  -0.5600
C  -1.40887  -1.15600  4.75568  -0.2540
H  -2.58866  -2.89681  1.68759  0.0517
H  -1.85203  -3.40622  3.19611  0.0562
H  -0.99635  -2.22954  2.08141  0.0236
H  -0.41093  -1.23097  4.30907  0.0486
H  -1.53068  -2.13496  5.22558  0.0533
H  -1.47584  -0.30564  5.41976  0.0481
C  1.30620  -2.96704  -1.99551  -0.3386
O  2.31466  -2.67006  -2.59866  0.0219
N  0.42383  -3.93833  -2.36988  -0.1989
C  -0.87885  -4.01095  -1.73644  -0.0649
C  0.66282  -4.74981  -3.53184  -0.0613
H  0.99714  -2.48759  -1.05222  0.1083
H  -0.99225  -4.99592  -1.27748  0.0896
H  -1.69645  -3.77763  -2.42000  0.0884
H  -0.96726  -3.29642  -0.91442  0.0676
H  -0.22058  -5.33242  -3.79846  0.0829
H  0.82227  -4.11809  -4.41346  0.0925
H  1.49427  -5.44426  -3.41269  0.0921
C  -0.52969  -0.08811  -0.18689  -0.3506
O  0.18228  -0.88231  0.39667  -0.0107
N  -0.65066  1.20648  0.14044  -0.1890
C  -1.66975  1.97584  -0.57953  -0.0495
C  -0.10377  1.72327  1.38386  -0.0229
H  -1.18973  -0.38469  -1.01257  0.1384
H  -1.74714  1.65255  -1.61567  0.0835
H  -1.44238  3.03494  -0.52382  0.0820
H  -2.65358  1.77691  -0.14426  0.0923
H  -0.64683  2.62806  1.63587  0.0899
H  -0.19569  0.89155  2.08513  0.0744
H  0.95336  1.92925  1.19074  0.0907

Cartesian forces, eV/Å:
-1.275 -0.556 -0.014
0.508 -0.776 0.118
-0.177 0.316 -0.006
0.134 0.885 -0.685
0.374 0.000 0.318
0.260 0.394 0.000
0.410 0.355 -0.069
-0.071 -0.037 0.162
-0.227 -0.362 0.100
0.057 -0.226 0.076
0.154 0.137 0.405
-0.037 0.402 -0.167
0.081 -0.234 0.106
0.493 -1.233 -0.996
-0.275 0.426 0.041
0.191 0.089 0.049
0.129 -0.347 0.028
-0.016 0.432 0.011
-0.371 0.297 0.423
-0.292 0.042 0.019
-0.281 -0.168 0.053
0.096 -0.181 -0.091
-0.256 0.440 0.387
0.217 -0.159 0.604
-0.225 0.061 -0.996
0.068 0.136 -0.119
-0.380 -0.062 -0.224
0.029 -0.258 -0.180
0.336 0.094 -0.087
-0.066 -0.030 0.424
0.388 -0.051 0.153
0.114 0.174 0.057
0.052 0.079 0.431
0.136 -0.306 0.238
-0.954 0.370 -1.072
-0.214 -0.457 0.435
0.432 -0.767 -0.941
0.099 -0.024 -0.287
0.311 0.123 -0.066
0.001 0.071 -0.118
-0.043 0.337 0.132
0.034 -0.096 0.365
0.094 0.513 0.473
-0.036 0.158 0.507

The value obtained for the energy relative to the best compared isomer or geometry (same formula, charge and spin) is 0.0 kcal/mol. The value obtained for the LUMO energy is 0.3 eV. The total energy is -43630.0530 eV. The net charge is 0. The value obtained for the HOMO-LUMO gap is 9.3 eV. The HOMO energy is -8.9428 eV.

=====

No. 3
Molecular formula: C4H6N2O
Method: DFT, ωB97M-V/def2-TZVPD

Last column: Löwdin charge in e.
CARTESIAN COORDINATES (ANGSTROEM)
C  -2.38038  -0.62552  0.01223  -0.0425
C  -1.05772  0.02152  0.02873  -0.3535
C  -0.56429  1.31636  -0.03106  -0.0780
N  0.80796  1.23599  -0.02294  0.1058
C  1.06405  -0.03910  -0.02000  -0.5772
N  2.23063  -0.64170  0.08900  0.1396
O  0.01216  -0.80538  -0.04757  0.1105
H  -3.21765  0.11437  -0.19882  0.0985
H  -2.52995  -0.98952  1.13502  0.1222
H  -2.27564  -1.40859  -0.76871  0.0870
H  -1.08014  2.23720  0.02898  0.0938
H  2.24113  -1.62486  -0.36002  0.1541
H  3.12490  -0.08511  0.14236  0.1397

Cartesian forces, eV/Å:
-0.599 0.178 1.849
-0.563 3.144 -0.937
-0.486 -2.863 0.693
0.956 0.112 -0.140
-0.291 2.981 -0.098
3.511 -2.925 -0.787
-0.862 -1.790 0.344
1.175 -1.025 0.077
-0.138 0.033 -2.565
-0.841 0.093 0.830
-0.424 0.601 -0.078
0.443 2.488 1.195
-1.881 -1.027 -0.384

The value obtained for the energy relative to the best compared isomer or geometry (same formula, charge and spin) is 29.6 kcal/mol. The value obtained for the LUMO energy is 0.9 eV. The total energy is -9272.2164 eV. As for the SMILES: Cc1cnc(N)o1. The net charge is 0. The value obtained for the HOMO-LUMO gap is 8.5 eV. The HOMO energy is -7.6527 eV.

=====

No. 4
Molecular formula: C5H6O2
Method: DFT, ωB97M-V/def2-TZVPD

Last column: Löwdin charge in e.
CARTESIAN COORDINATES (ANGSTROEM)
C  0.99331  1.49922  -0.30613  0.0351
C  -0.08822  0.46542  0.71669  -0.2329
C  -0.03139  -0.95588  1.04910  -0.0135
C  -0.52133  -1.71059  0.02780  0.0155
C  -0.97681  -0.89010  -1.07526  -0.3699
O  -1.42148  -1.05087  -2.17592  0.1180
O  -0.74079  0.51807  -0.54399  -0.1240
H  0.58515  2.22859  -1.05483  0.0937
H  1.39542  2.03908  0.52001  0.0290
H  1.69199  0.82306  -0.79206  0.0720
H  -0.38497  1.14255  1.54052  0.1435
H  0.26628  -1.34422  2.01961  0.1152
H  -0.76716  -2.76433  0.07446  0.1181

Cartesian forces, eV/Å:
1.296 -0.276 2.190
1.395 1.850 -2.869
0.343 -0.448 -0.710
-0.052 0.083 1.050
-0.109 2.828 0.416
0.530 -0.048 1.068
-4.120 -3.435 -1.513
-0.445 -1.170 1.062
1.345 0.752 0.118
0.065 0.082 0.208
-0.584 -0.425 -0.703
0.042 0.129 -0.250
0.295 0.081 -0.066

The value obtained for the energy relative to the best compared isomer or geometry (same formula, charge and spin) is 74.4 kcal/mol. The value obtained for the LUMO energy (alpha / beta) is -0.1 / -0.1 eV. The total energy is -9373.8682 eV. As for the SMILES: C[C@@H]1C=CC(=O)O1. The net charge is 0. The value obtained for the HOMO-LUMO gap (alpha / beta) is 8.7 / 8.7 eV. The HOMO energy (alpha / beta) is -8.7505 / -8.7500 eV.

=====

No. 5
Molecular formula: C7H9NO2
Method: DFT, ωB97M-V/def2-TZVPD

Last column: Löwdin charge in e.
CARTESIAN COORDINATES (ANGSTROEM)
C  2.73630  -0.13961  -0.16831  -0.1906
C  3.24786  0.20226  1.00261  -0.0173
C  1.90205  -0.28536  -1.13847  0.0254
C  0.02796  -0.80985  -0.30834  -0.2992
C  -2.14627  0.19507  0.12776  -0.4328
C  -2.68866  -1.15617  0.28619  0.0005
C  -0.06574  1.53034  -0.45792  -0.0233
N  -0.73124  0.26726  -0.30047  -0.0357
O  -0.05077  -1.96214  -0.02032  0.1063
O  -2.77214  1.18766  0.19698  0.1432
H  3.75918  -0.48515  1.58566  0.0179
H  3.37815  1.28007  1.29326  0.0746
H  1.89478  -0.64644  -2.12285  0.0456
H  -3.73100  -1.12605  0.71274  0.1122
H  -2.82366  -1.87865  -0.47276  0.0829
H  -2.05779  -1.52961  1.12831  0.1085
H  0.42468  1.46679  -1.44048  0.1019
H  -0.79369  2.25386  -0.41296  0.0548
H  0.48997  1.63571  0.50936  0.1253

Cartesian forces, eV/Å:
-0.621 0.761 0.427
-0.036 2.113 -1.379
-2.567 -1.494 2.653
4.310 -1.150 -1.655
1.422 -0.785 -2.433
-1.405 -0.571 3.700
1.019 -0.993 0.906
-2.318 -0.741 0.872
-0.515 0.743 -0.017
-0.775 1.925 0.573
0.630 -1.331 1.173
-0.219 -1.121 -0.475
0.434 0.051 -1.163
0.993 0.659 -0.300
0.981 -0.395 -1.268
-0.533 -0.595 -0.763
0.359 0.736 0.947
-1.748 1.791 -0.310
0.590 0.398 -1.487

The value obtained for the energy relative to the best compared isomer or geometry (same formula, charge and spin) is 111.7 kcal/mol. The value obtained for the LUMO energy is 0.5 eV. The total energy is -12985.6532 eV. The net charge is 0. The value obtained for the HOMO-LUMO gap is 8.7 eV. The HOMO energy is -8.2297 eV.

=====

No. 6
Molecular formula: C9H26FNO6PS2Si2
Method: DFT, ωB97M-V/def2-TZVPD

Last column: Löwdin charge in e.
CARTESIAN COORDINATES (ANGSTROEM)
C  0.02255  -0.05095  -2.42964  -0.1109
C  0.15290  -0.14779  -3.94854  -0.2113
C  -1.10259  -0.54118  -4.70081  -0.3725
F  -0.81378  -0.52354  -6.06059  -0.0448
S  -1.79502  -2.21173  -4.30399  0.5420
O  -1.15851  -2.60049  -3.07070  -0.3230
O  -1.57558  -3.01688  -5.47183  -0.3181
N  -3.37201  -2.04076  -4.15057  -0.3646
S  -4.10098  -1.05447  -3.18165  0.3293
O  -5.33659  -1.63861  -2.72921  -0.3616
O  -3.24345  -0.36102  -2.24322  -0.3759
P  -4.87469  0.51608  -4.47438  0.6191
O  -6.01448  1.31167  -3.95972  -0.4780
H  0.10281  -1.02732  -1.95795  0.0503
H  -0.93554  0.38703  -2.13836  0.0651
H  0.82339  0.58959  -2.04502  0.0622
H  0.40870  0.84444  -4.33964  0.1122
H  0.96251  -0.82001  -4.24833  0.1208
H  -1.89177  0.19950  -4.54384  0.0819
H  -3.73481  1.28668  -4.79136  -0.0144
H  -5.10499  -0.18909  -5.67370  -0.0051
O  1.80711  1.04009  2.71815  -0.2729
Si  0.83625  1.31728  4.01507  0.3374
C  1.55702  0.49911  5.53683  -0.1657
C  -0.87590  0.64664  3.70412  -0.1591
C  0.75486  3.16017  4.28779  -0.1668
Si  2.42159  -0.18825  1.80271  0.3448
C  3.46960  0.56842  0.46053  -0.1621
C  1.04426  -1.18836  1.05302  -0.1516
C  3.49271  -1.28996  2.87342  -0.1652
H  1.54114  -0.58948  5.44999  0.0243
H  0.97998  0.77146  6.42417  0.0297
H  2.59220  0.80718  5.69933  0.0323
H  -1.29371  1.03915  2.77490  0.0409
H  -1.54871  0.92505  4.51931  0.0320
H  -0.87557  -0.44287  3.63046  0.0279
H  0.33412  3.66943  3.41878  0.0329
H  1.74390  3.58083  4.47958  0.0297
H  0.11951  3.38133  5.14933  0.0297
H  2.87479  1.21734  -0.18510  0.0269
H  3.89832  -0.22140  -0.16143  0.0338
H  4.28962  1.15985  0.87295  0.0291
H  0.46488  -1.71885  1.81181  0.0305
H  1.44237  -1.93146  0.35813  0.0416
H  0.35800  -0.54931  0.49411  0.0316
H  2.90102  -1.81272  3.62823  0.0229
H  4.26584  -0.71688  3.39012  0.0312
H  3.98673  -2.04496  2.25670  0.0313

Cartesian forces, eV/Å:
0.154 0.136 0.089
0.060 0.060 -0.051
-0.075 0.087 -0.074
-0.059 0.059 0.042
0.192 0.175 0.039
-0.058 -0.160 -0.038
0.102 -0.080 0.010
-0.025 0.122 -0.313
-0.300 0.210 -0.082
0.116 -0.044 0.245
-0.022 -0.060 0.084
-0.200 -0.007 0.042
0.131 -0.029 -0.078
-0.100 0.078 -0.058
0.081 -0.079 -0.029
-0.042 -0.036 -0.008
0.012 -0.099 -0.062
-0.079 -0.032 0.096
0.048 -0.176 0.149
0.076 -0.091 -0.018
0.012 -0.029 0.024
0.027 -0.024 0.049
-0.055 0.030 0.034
0.013 -0.005 -0.022
0.008 -0.005 -0.013
0.000 0.002 0.000
0.045 -0.076 -0.097
-0.005 0.024 0.009
-0.010 0.050 0.046
-0.014 0.031 0.026
-0.001 0.001 0.002
0.005 -0.012 0.005
-0.003 0.009 0.002
-0.001 0.006 0.004
-0.007 -0.010 -0.006
0.002 0.002 -0.001
-0.002 -0.009 -0.003
0.006 -0.011 -0.002
0.006 0.030 -0.009
-0.008 -0.009 0.001
0.006 0.025 -0.019
-0.002 -0.005 0.012
0.000 -0.005 -0.005
-0.027 -0.005 -0.008
-0.015 -0.033 -0.018
0.001 -0.004 -0.004
0.006 0.003 -0.010
-0.001 -0.006 0.013

The value obtained for the LUMO energy is 2.3 eV. The total energy is -72967.8328 eV. The net charge is -1. The value obtained for the HOMO-LUMO gap is 8.7 eV. The HOMO energy is -6.4118 eV.